240
Properties=species:S:1:pos:R:3:forces:R:3 method="wB97M-V/def2-TZVPD" spin_multiplicity=2 orbital_gap_ev="8.0 / 3.4" largest_force_ev_per_a=3.542 lumo_energy_ev="-1.96 / -6.54" energy_ha=-4563.748879 charge=+1
C -0.3787 23.6570 -11.4787 -0.290 0.232 -0.013
O -1.5083 23.8004 -10.6396 -0.152 1.131 -0.468
C -1.4758 23.0463 -9.4695 -0.860 -0.343 1.185
C -2.5584 23.4818 -8.4276 1.278 -1.675 0.084
N -2.2176 24.7116 -7.7171 -1.030 -0.702 -0.936
C -3.3461 25.1185 -6.8277 1.814 1.466 -0.719
C -2.8869 26.2228 -5.8493 -1.202 0.068 0.003
O -2.4865 27.4372 -6.4799 -0.081 -0.556 -0.811
C -2.6314 28.6174 -5.7211 0.514 -0.216 0.556
H -0.2185 22.6257 -11.7929 0.151 -0.313 0.295
H 0.4978 24.0860 -10.9932 0.270 -0.215 0.035
H -0.5558 24.2165 -12.3972 -0.194 0.181 0.120
H -0.5320 23.0851 -8.9256 0.489 0.107 -0.280
H -1.6874 22.0247 -9.7851 0.084 -0.519 0.400
H -2.5351 22.7380 -7.6312 -0.032 -0.632 -0.179
H -3.5223 23.3356 -8.9151 -0.510 0.813 -0.035
H -2.0781 25.2903 -8.5330 -0.082 1.468 0.566
H -3.6694 24.2604 -6.2382 0.085 -0.050 -0.042
H -4.1863 25.5146 -7.3980 -0.243 -0.126 -0.090
H -2.1529 25.8254 -5.1483 0.424 0.158 -0.106
H -3.7952 26.4250 -5.2817 -0.137 0.165 0.437
H -3.6582 28.9073 -5.4978 -0.302 -0.354 -0.026
H -2.1780 29.4697 -6.2272 0.074 -0.323 -0.388
H -2.0806 28.4940 -4.7886 -0.076 0.135 0.342
C 0.4723 15.5241 -18.5219 -0.355 0.333 0.204
O 1.4279 15.1541 -17.5463 0.610 0.179 0.265
C 0.9829 15.1586 -16.1889 -0.447 -2.297 0.609
C 1.9820 14.4116 -15.2424 -0.103 2.072 -1.213
N 3.1289 15.3407 -15.1302 -1.226 0.517 -0.455
C 4.1137 14.8434 -14.2632 3.124 -0.505 1.336
C 5.4177 15.7137 -14.0401 -1.361 0.075 -0.094
O 6.3542 15.4744 -15.0646 0.859 -0.164 -1.489
C 7.6551 16.0112 -14.7695 -0.683 -0.155 0.654
H -0.4524 14.9491 -18.4718 0.056 -0.410 0.132
H 0.8993 15.4160 -19.5189 0.199 -0.227 0.151
H 0.1504 16.5617 -18.4330 0.144 0.330 0.236
H 0.1230 14.4927 -16.1157 -0.722 0.330 -0.256
H 0.7141 16.1400 -15.7983 0.120 0.218 -0.179
H 2.2174 13.4302 -15.6542 0.314 -0.095 -0.282
H 1.5606 14.2061 -14.2584 -0.184 0.383 0.055
H 3.5175 15.4124 -16.0597 -0.021 0.137 -0.157
H 4.4895 13.9123 -14.6875 0.288 -0.577 0.328
H 3.7287 14.6089 -13.2708 -0.330 0.079 -0.082
H 5.9199 15.5551 -13.0857 -0.266 -0.622 0.202
H 5.1628 16.7733 -14.0209 -0.241 0.375 -0.100
H 8.2960 16.0551 -15.6500 -0.346 -0.033 -0.120
H 8.1348 15.3766 -14.0244 0.103 -0.051 0.054
H 7.5118 16.9961 -14.3250 0.280 0.249 -0.140
C 2.3330 19.0734 -8.1721 -0.162 0.598 0.446
O 0.9458 18.8622 -7.7629 0.752 1.022 -1.184
C 0.0418 19.9415 -8.1405 0.922 0.742 0.190
C -1.3899 19.6228 -7.8075 -0.574 -0.883 -0.314
N -1.9312 18.6140 -8.7155 -0.332 -0.988 0.539
C -3.1685 17.9710 -8.2477 1.291 -0.754 -0.082
C -3.7240 16.8541 -9.1478 0.092 0.065 0.983
O -4.4331 17.3578 -10.2481 -0.584 -0.787 -0.012
C -5.2668 16.4155 -10.9756 0.928 0.729 0.288
H 2.7824 19.9489 -7.7034 -0.419 0.326 0.411
H 2.5012 19.2617 -9.2325 -0.643 -0.364 -0.304
H 2.9885 18.2660 -7.8455 -0.571 -0.444 0.011
H 0.2166 20.2074 -9.1830 -0.182 -0.261 -0.309
H 0.3256 20.8277 -7.5728 0.156 0.151 0.196
H -2.0961 20.4511 -7.7492 0.514 0.879 -0.277
H -1.3677 19.3004 -6.7665 -0.130 -0.739 0.060
H -2.1272 18.9348 -9.6529 0.396 0.720 0.070
H -3.9906 18.6443 -8.0050 -0.120 0.330 0.033
H -2.8182 17.4786 -7.3405 -0.613 -0.180 0.397
H -4.3581 16.2863 -8.4670 -0.631 -0.085 -0.080
H -2.9729 16.1206 -9.4409 0.465 0.184 -0.321
H -5.6705 17.0420 -11.7710 -0.081 -0.542 -0.126
H -6.0635 15.9362 -10.4067 -0.071 0.432 0.476
H -4.6356 15.6011 -11.3313 0.085 0.047 -0.444
C 4.3946 16.9759 -10.6921 1.046 -0.094 -0.412
O 4.9494 16.1560 -9.6977 -1.476 -0.780 1.490
C 6.3359 16.0738 -9.7095 0.837 -0.120 -0.042
C 6.9825 15.3166 -8.5198 -0.362 -0.197 -0.537
N 6.5744 15.7166 -7.1767 -0.158 0.916 -0.332
C 6.7718 17.1511 -6.9200 -0.066 0.697 3.263
C 6.0299 17.5524 -5.4964 -0.180 -0.632 -2.706
O 4.6095 17.5824 -5.7590 1.232 0.545 1.078
C 3.9359 18.2776 -4.7171 -1.318 -0.495 -0.241
H 3.3334 16.8202 -10.8862 -0.134 0.012 0.893
H 4.8398 16.6936 -11.6462 0.314 0.370 -0.273
H 4.6680 17.9971 -10.4266 -0.412 0.374 -0.484
H 6.8125 17.0541 -9.7018 -0.184 0.444 -0.433
H 6.5576 15.5503 -10.6395 0.820 -0.027 -0.238
H 8.0641 15.4248 -8.6007 0.131 0.518 -0.084
H 6.8941 14.2467 -8.7085 -0.639 -0.174 0.550
H 5.5712 15.6341 -7.0931 -0.308 -0.564 -0.090
H 6.5300 17.8421 -7.7275 -0.646 -0.001 0.026
H 7.7923 17.4179 -6.6451 0.524 -0.570 -0.353
H 6.3662 18.4992 -5.0740 0.083 0.403 -0.542
H 6.2761 16.8263 -4.7216 -0.079 -0.487 -0.186
H 2.8875 18.0282 -4.8809 -0.142 0.195 0.089
H 4.0320 19.3634 -4.7234 0.383 0.165 -0.441
H 4.1550 17.9649 -3.6962 0.485 -0.437 -0.032
C 0.7406 5.9054 -14.3155 0.796 -0.242 -0.287
O 0.6443 7.3048 -14.6359 -0.211 -1.461 0.488
C -0.3097 8.0377 -13.8438 0.958 -1.294 -1.029
C 0.1908 9.4460 -13.7802 0.166 -0.666 0.609
N 1.4085 9.4036 -12.9446 0.139 1.507 0.295
C 2.1518 10.6816 -13.0527 -2.517 0.193 1.236
C 1.2676 11.7409 -12.2786 1.571 0.303 -0.357
O 2.1200 12.8913 -12.1126 0.053 -0.466 0.494
C 1.8758 13.6935 -10.9631 0.027 0.172 -0.559
H 1.5955 5.4914 -14.8502 0.053 0.345 -0.304
H -0.0765 5.2287 -14.5659 -0.694 0.631 -0.382
H 0.9664 5.6444 -13.2816 -0.076 0.780 0.504
H -0.2770 7.6208 -12.8372 -0.245 0.134 0.227
H -1.2996 7.8745 -14.2697 -0.174 0.377 -0.010
H -0.6831 9.9572 -13.3767 0.463 0.686 0.795
H 0.4029 9.9518 -14.7222 -0.085 -0.393 -0.584
H 2.0334 8.6462 -13.1808 -0.411 -0.232 -0.454
H 2.2339 10.9439 -14.1075 0.437 0.390 -0.134
H 3.1025 10.6865 -12.5196 0.009 -0.320 -0.278
H 0.9876 11.3264 -11.3101 0.129 -0.154 0.105
H 0.3462 12.0593 -12.7662 -0.066 -0.213 -0.363
H 2.7736 14.2909 -10.8047 -0.140 0.356 -0.198
H 1.7390 13.1825 -10.0101 -0.127 -0.710 -0.148
H 0.9873 14.2916 -11.1652 0.096 0.460 0.291
C 3.9040 15.4890 -20.1830 -2.377 0.409 0.235
C 5.3067 15.8665 -19.8377 2.426 -0.900 -1.313
C 5.8656 16.8012 -20.8926 -0.960 2.883 -0.891
C 5.2415 18.2559 -20.7920 -0.398 -0.875 0.726
C 5.3916 18.7494 -19.3651 1.302 0.351 0.131
C 4.9755 17.8135 -18.1985 -0.002 2.030 -0.509
N 5.4106 16.4717 -18.4752 -2.729 -2.236 -0.315
O 5.0486 15.5083 -17.5149 0.605 1.698 -2.241
C 5.6552 18.3310 -16.9408 -0.258 0.011 0.839
C 3.4227 17.9248 -18.0746 -0.740 -0.758 0.265
C 6.1868 14.5948 -19.8418 -0.485 -0.610 1.468
H 3.3048 16.3678 -20.4212 0.068 0.147 0.166
H 3.3777 14.9898 -19.3694 0.160 -0.098 0.143
H 3.7395 14.8883 -21.0775 0.981 -0.308 0.036
H 6.9451 16.9358 -20.9610 0.098 -0.463 0.565
H 5.5448 16.4953 -21.8884 0.118 -0.683 0.153
H 4.1842 18.2497 -21.0568 -0.001 -0.131 -0.300
H 5.7549 18.9516 -21.4557 -0.052 -0.165 -0.062
H 4.9653 19.7243 -19.1285 -0.516 -0.110 -0.326
H 6.4529 18.9904 -19.3045 0.359 -0.311 0.526
H 5.3882 17.7992 -16.0276 -0.055 -0.411 -0.136
H 6.7408 18.3322 -17.0383 -0.038 0.127 -0.065
H 5.2766 19.3314 -16.7312 0.293 0.136 -0.345
H 3.0461 17.3337 -17.2398 0.096 -0.137 0.003
H 3.0581 18.9401 -17.9182 0.783 0.319 0.246
H 2.8600 17.6242 -18.9584 0.405 -0.288 -0.044
H 7.1000 14.7504 -19.2673 0.302 0.144 -0.422
H 6.3838 14.1314 -20.8086 -0.035 0.654 -0.123
H 5.6527 13.8419 -19.2622 -0.024 -0.181 -0.063
H 5.8219 15.5208 -16.9462 0.629 -0.249 2.009
C -0.5527 23.5613 -18.2527 0.583 -0.399 1.049
C -0.4975 22.8883 -16.8238 -2.539 0.145 -0.140
C -2.0174 23.0218 -16.2861 1.056 -0.352 -1.563
C -2.9303 22.0052 -16.9724 1.460 -0.021 0.903
C -2.4171 20.5981 -16.6304 -1.410 0.243 -0.145
C -0.9744 20.2978 -17.1049 -0.802 -0.807 0.454
N -0.1163 21.4574 -16.7696 -1.263 0.061 1.284
O 1.1910 21.3066 -17.1816 0.889 -0.538 -0.519
C -0.4811 19.0049 -16.3302 0.355 1.393 0.736
C -1.0379 19.9128 -18.5983 0.479 -0.063 -0.200
C 0.3796 23.6222 -15.8166 0.227 -0.435 0.204
H -0.6859 24.6203 -18.0320 0.000 0.047 -0.365
H -1.3736 23.2055 -18.8754 -0.022 0.003 0.197
H 0.3642 23.4464 -18.8309 0.197 0.049 0.047
H -2.0910 22.9003 -15.2054 0.184 0.062 0.029
H -2.3920 23.9969 -16.5974 0.320 0.328 0.427
H -2.8776 22.0696 -18.0592 -0.293 0.421 -0.041
H -3.9277 22.2525 -16.6091 -0.227 -0.654 -0.267
H -3.1422 19.9853 -17.1660 0.438 -0.744 -0.086
H -2.6167 20.3425 -15.5897 0.507 0.260 0.325
H 0.4042 18.5416 -16.7658 -0.321 -0.287 -0.584
H -0.0891 19.2656 -15.3471 -0.189 0.504 0.246
H -1.2929 18.3216 -16.0809 -0.025 -0.263 -0.675
H -1.9914 19.4888 -18.9132 -0.176 0.237 0.275
H -0.8215 20.7527 -19.2585 0.080 0.002 -0.117
H -0.3388 19.0937 -18.7667 0.347 0.258 -0.346
H 1.4468 23.5460 -16.0249 -0.014 0.280 -0.330
H 0.2502 23.0826 -14.8784 -0.082 0.165 0.194
H 0.0897 24.6593 -15.6478 -0.004 -0.009 -0.271
H 1.1734 21.5168 -18.1182 0.388 0.059 -0.604
C 0.6568 18.5840 -11.8708 -1.277 0.215 -0.879
C 0.8444 17.4540 -12.9676 0.852 1.635 0.105
O 2.0801 17.7416 -13.6251 0.643 0.643 0.286
O 0.0343 19.8665 -12.2753 0.297 -1.951 0.340
H 1.6065 18.8175 -11.3895 0.138 -0.296 -0.071
H -0.0579 18.2364 -11.1248 0.313 -0.368 0.177
H 0.1416 17.4890 -13.8000 -0.967 -0.185 0.692
H 0.9527 16.4708 -12.5097 -0.580 0.036 0.231
H 2.2420 17.1604 -14.3719 0.137 -0.674 -0.155
H 0.5956 20.2909 -12.9282 0.476 0.293 -0.543
C -3.3034 20.3827 -11.8403 1.503 1.063 -2.581
C -4.4743 20.8145 -11.0470 1.399 -0.871 1.441
O -5.3286 19.7403 -10.8003 -1.267 0.959 -0.377
O -2.4666 19.4019 -11.2221 -1.622 0.177 -0.203
H -2.6798 21.2501 -12.0569 0.205 0.544 0.442
H -3.5827 20.1540 -12.8688 -0.303 -1.074 -0.149
H -4.9685 21.7195 -11.4005 -0.109 -0.367 -0.294
H -3.9043 21.0719 -10.1544 -0.606 0.590 1.051
H -4.8042 18.9767 -10.5482 0.210 -0.573 0.211
H -1.6612 19.3045 -11.7353 0.296 0.484 -0.428
C 2.9372 21.4621 -14.1759 1.050 0.381 -1.437
C 3.8796 20.2839 -14.4593 0.840 1.226 0.916
O 3.9889 19.5485 -13.2827 0.427 -0.719 0.403
O 1.6412 20.9888 -14.1779 -1.671 -0.584 0.601
H 2.9803 22.2091 -14.9684 0.507 0.259 -0.096
H 3.1288 21.9675 -13.2293 0.328 -0.322 0.071
H 4.9178 20.5634 -14.6386 0.019 0.716 -0.389
H 3.5691 19.7109 -15.3330 -0.534 -0.157 -0.020
H 3.2479 18.9386 -13.2611 -0.528 -0.562 0.143
H 1.2431 21.1375 -15.0388 -0.304 -0.064 -0.263
C -4.4880 17.5204 -14.4881 1.061 -0.978 -0.953
C -3.1376 17.3807 -13.7159 -1.105 0.626 -0.273
O -2.4059 16.2510 -14.1420 -0.154 -0.112 -0.745
O -5.2506 16.3265 -14.4067 -0.872 0.299 0.730
H -4.3401 17.7152 -15.5503 0.858 -0.163 -0.393
H -5.0960 18.4038 -14.2933 -0.086 -0.289 1.230
H -3.3050 17.2621 -12.6454 -0.266 0.413 0.071
H -2.5407 18.2740 -13.8996 0.023 0.366 0.127
H -1.8983 16.0066 -13.3646 0.332 -0.266 0.282
H -4.8423 15.5890 -14.8661 0.438 0.334 -0.063
C 1.1469 15.6027 -7.2417 -0.757 0.460 -0.523
C -0.0591 15.3758 -8.2735 2.638 0.569 1.021
O -0.0772 16.4425 -9.2131 -0.130 -0.848 -0.168
O 0.8571 16.7186 -6.3922 -0.169 -1.818 0.479
H 2.1149 15.8080 -7.6989 -0.073 -0.043 -0.830
H 1.3515 14.6975 -6.6702 -0.536 0.046 0.438
H -0.9415 15.3411 -7.6347 -0.338 -0.192 -0.311
H 0.1303 14.4841 -8.8710 -0.329 -0.255 0.298
H -0.2990 17.2404 -8.7276 -0.522 0.746 -0.046
H 0.9457 17.5193 -6.9143 -0.135 0.373 -0.135
C -2.2129 13.5426 -12.7737 -0.686 0.975 0.179
C -1.6995 14.1178 -11.4338 -0.587 -0.806 -0.459
O -1.2421 15.4499 -11.5359 -0.150 -0.493 -1.465
O -2.5557 12.1695 -12.6251 0.467 0.278 0.065
H -1.5627 13.7093 -13.6324 0.704 -0.086 0.156
H -3.1143 14.0877 -13.0539 -0.191 0.219 0.114
H -0.9312 13.4267 -11.0872 0.156 0.048 0.301
H -2.5519 14.0930 -10.7549 0.001 -0.284 0.237
H -1.1186 15.8179 -10.6579 0.389 0.441 0.693
H -3.0261 11.9777 -13.4396 -0.148 -0.434 0.078